Entry from the OMol25 dataset: C26H31MnN7O4S as an isolated structure (the ωB97M-V functional and the def2-TZVPD basis).

ORCA input file:
```
! wB97M-V def2-TZVPD RIJCOSX def2/J DEFGRID3
* xyz 2 6
Mn 0.30721 -1.16071 -0.62245
C -2.39006 -2.64270 0.19119
N -1.12348 -2.32177 0.86092
C -1.32945 -1.52518 2.07949
C -0.07277 -0.77016 2.44023
C 0.26040 -0.48286 3.74880
C 1.39960 0.26978 4.00351
C 2.16567 0.71627 2.94058
C 1.76654 0.38543 1.66136
N 0.67559 -0.35230 1.41221
C -0.33521 -3.53475 1.17794
C 0.58236 -4.01068 0.07631
C 0.72810 -5.35585 -0.19895
C 1.66234 -5.76001 -1.14294
C 2.42939 -4.80232 -1.78577
C 2.21841 -3.47687 -1.46814
N 1.31657 -3.08196 -0.55707
C -2.17609 -2.96471 -1.26701
C -2.92238 -3.92402 -1.92570
C -2.70197 -4.13524 -3.27924
C -1.74036 -3.37890 -3.93120
C -1.04310 -2.43687 -3.20185
N -1.25422 -2.22848 -1.89601
H -3.03615 -1.76624 0.25381
H -2.91233 -3.46292 0.68828
H -1.65078 -2.14515 2.91873
H -2.12163 -0.80285 1.88568
H -0.36446 -0.84494 4.55751
H 1.68086 0.50368 5.02320
H 3.05696 1.31135 3.09361
H 2.33092 0.73565 0.80442
H -0.99449 -4.35322 1.47856
H 0.29875 -3.30205 2.03505
H 0.12116 -6.08528 0.32446
H 1.79312 -6.81142 -1.36748
H 3.17571 -5.07350 -2.52123
H 2.79605 -2.69769 -1.94613
H -3.66936 -4.49518 -1.38673
H -3.27665 -4.87907 -3.81612
H -1.53395 -3.51476 -4.98471
H -0.29869 -1.80917 -3.67842
C 0.08688 5.29959 3.36468
C 1.24965 5.30533 2.37751
S 1.02564 4.12692 1.04923
O 2.32310 3.63212 0.63346
O 0.01500 3.15607 1.41529
C 0.35397 5.09878 -0.29313
C 0.40812 4.34480 -1.62449
N -0.12025 2.96512 -1.57265
C 0.64067 1.86392 -1.69013
N -0.09790 0.76895 -1.49639
C -1.38628 1.18210 -1.27712
C -1.41637 2.52629 -1.35009
N -2.59884 3.34134 -1.22853
O -3.62522 2.74824 -0.97452
O -2.48768 4.54558 -1.38681
C 2.09279 1.84416 -2.02411
H 0.31425 5.97853 4.18444
H -0.07575 4.30362 3.77011
H -0.83970 5.63281 2.89671
H 2.19896 5.00945 2.82474
H 1.38287 6.27706 1.89854
H 0.94429 6.01288 -0.37645
H -0.66525 5.34555 -0.01017
H 1.43904 4.25808 -1.95195
H -0.14524 4.91197 -2.36363
H -2.21537 0.51160 -1.13352
H 2.25959 2.14770 -3.05899
H 2.46143 0.82852 -1.91158
H 2.65948 2.50055 -1.36914
*
```

LUMO (spin up / spin down) (eV): -5.28 / -5.51
Expectation value of S²: 8.75
Relative energy (zero: lowest compared OMol25 entry of this formula, charge and spin) (kJ/mol): 0.0
E (eV): -88228.3545

These are the Mulliken partial charges, in e, on atoms 1 to 8: 0.64 -1.37 0.82 -1.24 0.62 -0.84 -0.54 -0.73

Entry from the OMol25 dataset: C26H31N9Y as an isolated structure (the ωB97M-V functional and the def2-TZVPD basis).

ORCA input file:
```
! wB97M-V def2-TZVPD RIJCOSX def2/J DEFGRID3
* xyz 1 1
Y 0.21196 0.08218 -0.42988
C -0.20162 -3.30301 -1.05879
C 0.38589 -2.72651 -2.33942
N -0.08070 -1.34280 -2.60155
C -1.44288 -1.32443 -3.14453
C -2.48090 -1.38266 -2.04530
C -3.74403 -1.90478 -2.27184
C -4.66355 -1.89338 -1.23471
C -4.29298 -1.36806 -0.00861
C -3.00960 -0.86088 0.13919
C -2.55777 -0.22855 1.43474
N -1.11287 -0.35485 1.63559
C -0.68946 -1.61806 2.27073
C -0.72193 -2.77064 1.27732
N 0.08624 -2.44293 0.09545
N -2.12609 -0.87369 -0.86143
H 0.18901 -4.31726 -0.92017
H -1.28470 -3.40069 -1.14523
H 0.12096 -3.38288 -3.17550
H 1.46940 -2.69892 -2.26573
H 0.55207 -0.94545 -3.28911
H -1.60974 -2.14158 -3.85435
H -1.57800 -0.39494 -3.70370
H -3.99744 -2.31921 -3.23805
H -5.65526 -2.30060 -1.37839
H -4.98272 -1.35459 0.82428
H -3.12787 -0.64737 2.27090
H -2.80031 0.83744 1.38171
H -0.77695 0.41538 2.20610
H -1.31729 -1.85993 3.13505
H 0.32940 -1.46119 2.62641
H -1.74501 -2.95382 0.94265
H -0.38478 -3.68819 1.77024
H 1.06997 -2.54511 0.32297
N 4.05405 -0.65389 1.39314
C 2.71247 -0.80242 0.83106
N 1.78981 0.21334 1.32347
C 2.25485 1.41612 1.58899
N 1.43410 2.49363 1.55320
N 0.38300 2.26127 0.77802
C -0.51796 3.18863 0.69720
C -1.57109 3.07480 -0.28229
C -2.54077 4.08135 -0.37060
C -3.52547 4.00224 -1.32940
C -3.52525 2.90983 -2.18983
C -2.54489 1.95402 -2.02883
N -1.57907 1.99964 -1.10455
C 3.66275 1.65907 1.87541
C 4.14511 2.91760 2.23967
C 5.49178 3.11358 2.46042
C 6.37260 2.04467 2.29507
C 5.91586 0.79729 1.92260
C 4.54979 0.58578 1.71507
H 4.72949 -1.31634 1.04461
H 2.37676 -1.77347 1.22647
H -0.43671 4.08781 1.29995
H -2.49398 4.91479 0.31625
H -4.27752 4.77490 -1.41302
H -4.26477 2.79901 -2.96915
H -2.54447 1.09394 -2.68375
H 3.43774 3.72811 2.34294
H 5.86340 4.08576 2.75134
H 7.43252 2.19136 2.45676
H 6.60783 -0.02655 1.79648
C 2.52149 -0.73834 -0.68778
H 3.18862 0.05831 -1.05096
H 2.86750 -1.66391 -1.16500
*
```

LUMO (eV): -2.88
E (eV): -41917.0811

These are the Mulliken partial charges, in e, on atoms 1 to 8: 1.11 -0.93 -1.06 -0.36 -1.19 0.24 -1.12 -0.79